Molecular formula: C4H8S2
Method: DFT, the ωB97M-V functional and the def2-TZVPD basis

```
14
Properties=species:S:1:pos:R:3:forces:R:3:lowdin_charge:R:1
C 0.38364 1.55105 1.68662 -0.497 0.370 -1.458 -0.218
C -0.27791 1.06414 0.22435 -2.852 -0.446 5.721 -1.099
C 0.72881 -1.04124 -1.25182 0.089 -2.423 -0.042 -0.498
C -0.68715 -1.39546 -0.75376 -1.600 1.877 -3.119 -0.600
H 1.43526 2.11065 1.08960 -2.871 -1.485 3.109 0.105
H -0.52308 2.39577 2.22100 3.349 -2.680 -1.450 0.130
H 0.52729 0.35762 2.44929 -0.071 4.308 -2.436 0.139
H -1.14717 1.62625 -0.09491 0.395 1.074 0.101 0.033
H 0.88293 -1.17381 -2.44323 -0.435 0.045 2.980 0.111
H 1.34426 -1.92762 -0.63618 -0.328 3.213 -1.519 0.141
H -1.35968 -1.55626 -1.69084 0.246 1.884 1.360 0.112
H -0.83763 -2.34937 -0.49850 0.573 -4.011 1.767 -0.009
S 0.73520 0.79177 -1.04687 3.339 -1.073 -2.989 0.841
S -1.20475 -0.45349 0.74525 0.664 -0.652 -2.024 0.812
```
Forces are in eV/Å.

**Spin multiplicity**: 1

Molecular formula: C4H8S3
Method: DFT, the ωB97M-V functional and the def2-TZVPD basis

```
15
Properties=species:S:1:pos:R:3:forces:R:3:lowdin_charge:R:1
S 0.40179 2.63121 -0.00593 -0.783 -0.349 -0.535 0.690
C 0.11257 0.84006 -0.31275 -1.608 -0.556 -0.794 -0.659
C 1.05066 -0.23014 0.27278 -0.414 2.501 3.706 -0.835
S 2.48901 -0.75383 -0.47784 3.061 -0.685 -1.922 0.761
C -0.08053 -1.24607 0.25406 -1.522 -1.891 1.837 -0.263
C -1.11413 -0.11546 0.27757 1.996 1.618 -0.228 -0.753
S -2.71901 -0.17742 -0.51820 -0.270 -3.422 2.470 0.647
H -0.31647 3.11483 -1.10312 0.692 -0.594 1.033 -0.111
H 0.09973 0.78503 -1.42069 -0.034 -0.420 0.617 0.092
H 1.31056 0.09094 1.36964 -0.729 -0.581 -1.742 0.138
H 3.40890 0.31092 -0.60569 -1.532 -0.690 0.559 -0.085
H -0.32424 -2.02668 1.14453 1.235 1.736 -2.012 0.165
H -0.08324 -1.77481 -0.67342 -0.001 -0.498 -0.705 0.087
H -1.21055 0.05283 1.34095 -0.386 0.779 0.171 0.081
H -3.02503 -1.50140 0.45810 0.298 3.052 -2.458 0.044
```
Forces are in eV/Å.

**Spin multiplicity**: 1

HOMO values (in eV) by entry order: -8.70 -8.99.
Total energy values (in eV) by entry order: -25942.9691 -36780.7214.
Relative energy (zero: lowest compared OMol25 entry of this formula, charge and spin) values (in kJ/mol) by entry order: 525.34 244.01.